Record 1
C44H33GeN4O3S2Ta | wB97M-V/def2-TZVPD

Last column: Mulliken charge in e.
Atoms and positions in Å:
Ta (0.5014, -1.6265, -0.1613)  0.549
C (-0.5300, -3.0187, 5.0961)  -0.901
S (0.9479, -2.0070, 4.7807)  0.016
C (0.9338, -2.0288, 3.0284)  0.597
S (-0.5152, -1.5788, 2.1532)  -0.421
N (2.0082, -2.3756, 2.4277)  -1.595
N (1.9731, -2.4240, 1.0924)  1.037
C (3.0148, -3.0446, 0.4872)  -0.744
C (2.7934, -3.4240, -0.8171)  0.861
C (3.7063, -4.1462, -1.6428)  -1.236
C (3.2964, -4.6083, -2.8500)  -0.233
C (1.9643, -4.3585, -3.2742)  -0.886
C (1.1503, -3.6075, -2.4859)  0.040
N (1.5275, -3.1157, -1.2836)  0.098
H (-0.7995, -2.8737, 6.1370)  0.374
H (-1.3236, -2.6725, 4.4427)  0.294
H (-0.2970, -4.0614, 4.9044)  0.300
H (3.8943, -3.3033, 1.0572)  0.485
H (4.7059, -4.3195, -1.2730)  0.438
H (3.9604, -5.1685, -3.4908)  0.436
H (1.6070, -4.7389, -4.2176)  0.434
H (0.1449, -3.3505, -2.7913)  0.368
N (-8.2545, -5.0776, -3.7912)  -0.490
C (-7.2429, -4.6987, -3.4043)  0.011
C (-6.0019, -4.2326, -2.9048)  0.539
C (-4.8053, -4.7395, -3.4154)  -0.657
C (-3.6006, -4.3066, -2.9030)  -0.526
C (-3.5760, -3.3642, -1.8699)  0.389
C (-4.7790, -2.8513, -1.3716)  -0.578
C (-5.9843, -3.2806, -1.8819)  -0.670
C (-2.3529, -2.9184, -1.3086)  0.381
C (-1.3296, -2.5342, -0.7757)  -0.653
H (-4.8362, -5.4754, -4.2066)  0.446
H (-2.6708, -4.7021, -3.2854)  0.509
H (-4.7478, -2.1271, -0.5701)  0.488
H (-6.9168, -2.8948, -1.4948)  0.440
O (0.8397, -0.7369, -2.2303)  -0.783
C (1.8958, -0.2405, -1.7719)  1.519
O (2.0724, -0.2042, -0.5171)  -0.633
C (2.9536, 0.2725, -2.6654)  0.145
C (4.1443, 0.7234, -2.1037)  -0.221
C (5.1609, 1.1838, -2.9169)  -0.928
C (4.9916, 1.1894, -4.2929)  -0.387
C (3.8108, 0.7295, -4.8563)  -0.835
C (2.7886, 0.2692, -4.0472)  -0.172
H (4.2592, 0.6962, -1.0304)  0.556
H (6.0863, 1.5303, -2.4799)  0.449
H (5.7842, 1.5491, -4.9318)  0.419
H (3.6912, 0.7261, -5.9304)  0.431
H (1.8628, -0.0931, -4.4692)  0.484
O (-0.2726, 1.8398, -2.1661)  -0.433
C (-0.7053, 1.3033, -1.2371)  0.164
C (-1.0510, 0.7897, -0.0921)  -1.283
Ge (-0.6135, 2.2136, 1.2887)  2.037
C (0.1481, 1.7191, 3.0507)  0.311
C (1.5010, 1.4394, 3.1979)  -0.214
C (2.0664, 1.3598, 4.4581)  -0.753
C (1.2883, 1.5634, 5.5865)  -0.518
C (-0.0651, 1.8154, 5.4470)  -0.674
C (-0.6336, 1.8912, 4.1869)  -0.339
C (0.6415, 3.4582, 0.3955)  -0.060
C (1.9189, 3.0600, 0.0177)  0.619
C (2.8020, 3.9616, -0.5503)  -1.045
C (2.4194, 5.2787, -0.7410)  -0.590
C (1.1414, 5.6809, -0.3946)  -0.769
C (0.2576, 4.7744, 0.1648)  -0.374
C (-2.3261, 3.1618, 1.6309)  -0.230
C (-2.3117, 4.2873, 2.4511)  -0.119
C (-3.4778, 4.9816, 2.7224)  -0.816
C (-4.6835, 4.5464, 2.1939)  -0.541
C (-4.7113, 3.4263, 1.3809)  -0.608
C (-3.5377, 2.7469, 1.0953)  -0.549
H (-1.9104, 0.1617, 0.0731)  1.302
H (2.1253, 1.2916, 2.3252)  0.198
H (3.1194, 1.1413, 4.5575)  0.408
H (1.7375, 1.5219, 6.5685)  0.382
H (-0.6811, 1.9710, 6.3213)  0.411
H (-1.6894, 2.1055, 4.0861)  0.463
H (2.2277, 2.0332, 0.1530)  -0.040
H (3.7929, 3.6404, -0.8388)  0.461
H (3.1164, 5.9902, -1.1600)  0.385
H (0.8311, 6.7038, -0.5533)  0.406
H (-0.7452, 5.0871, 0.4252)  0.387
H (-1.3733, 4.6178, 2.8815)  0.564
H (-3.4466, 5.8600, 3.3512)  0.400
H (-5.5976, 5.0778, 2.4171)  0.391
H (-5.6472, 3.0754, 0.9693)  0.410
H (-3.5624, 1.8831, 0.4431)  0.273

Lowest unoccupied orbital energy (alpha / beta), hartree: -0.032 / -0.031
HOMO-LUMO gap (alpha / beta), eV: 5.542 / 5.553
Spin multiplicity: 1

---

Record 2
C45H42AsMoO6P2S2Si | wB97M-V/def2-TZVPD

Last column: Mulliken charge in e.
Atoms and positions in Å:
Mo (-0.3364, -0.1663, -0.6553)  -1.516
C (-3.2310, -2.2402, 0.3623)  -1.764
Si (-1.5310, -1.7370, 0.9676)  3.360
C (-1.6220, -0.9214, 2.6705)  0.663
C (-2.0604, -1.6163, 3.8043)  -0.652
C (-2.1806, -0.9831, 5.0261)  -0.852
C (-1.8897, 0.3740, 5.1425)  -1.074
C (-1.4672, 1.0844, 4.0369)  -0.481
C (-1.3053, 0.4271, 2.8140)  -0.222
P (-0.9818, 1.3382, 1.2709)  2.471
C (0.1979, 2.6682, 1.6569)  0.850
C (1.0105, 2.6272, 2.7857)  -0.905
C (1.8721, 3.6783, 3.0704)  -0.961
C (1.9316, 4.7788, 2.2298)  -0.960
C (1.1462, 4.8155, 1.0843)  -1.113
C (0.2936, 3.7634, 0.7950)  -1.068
C (-2.5984, 2.1811, 1.0916)  0.906
C (-3.7100, 1.3661, 0.8934)  0.003
C (-4.9859, 1.9005, 0.8806)  -0.667
C (-5.1705, 3.2596, 1.0758)  -0.738
C (-4.0746, 4.0743, 1.3074)  -0.745
C (-2.7941, 3.5408, 1.3263)  -0.978
C (-0.5130, -3.2991, 1.2061)  0.141
C (-1.0446, -4.4287, 1.8404)  -0.448
C (-0.2444, -5.5137, 2.1464)  -0.892
C (1.1122, -5.4960, 1.8290)  -0.865
C (1.6502, -4.4031, 1.1792)  0.112
C (0.8295, -3.3213, 0.8576)  -1.108
P (1.4949, -1.8701, 0.0038)  2.638
C (2.3797, -2.5443, -1.4378)  0.332
C (3.3720, -1.8241, -2.1027)  -0.124
C (3.9652, -2.3348, -3.2465)  -1.068
C (3.5694, -3.5659, -3.7464)  -0.732
C (2.5761, -4.2841, -3.0983)  -0.767
C (1.9818, -3.7774, -1.9546)  -0.601
C (2.7458, -1.3070, 1.2032)  0.910
C (4.1207, -1.3680, 1.0078)  -0.626
C (4.9860, -0.9175, 1.9976)  -0.850
C (4.4864, -0.4202, 3.1898)  -0.750
C (3.1127, -0.3809, 3.4003)  -0.546
C (2.2492, -0.8186, 2.4122)  -0.703
H (-3.9249, -2.2860, 1.2044)  0.503
H (-3.1739, -3.2258, -0.0997)  0.373
H (-3.6303, -1.5540, -0.3801)  0.329
H (-2.3096, -2.6662, 3.7356)  0.369
H (-2.5149, -1.5374, 5.8921)  0.456
H (-2.0085, 0.8751, 6.0929)  0.458
H (-1.2847, 2.1477, 4.1222)  0.573
H (0.9689, 1.7805, 3.4566)  0.575
H (2.4926, 3.6355, 3.9552)  0.469
H (2.5906, 5.6033, 2.4619)  0.412
H (1.1962, 5.6661, 0.4178)  0.442
H (-0.3151, 3.7924, -0.0997)  0.819
H (-3.5906, 0.3059, 0.7307)  -0.035
H (-5.8319, 1.2554, 0.6939)  0.468
H (-6.1649, 3.6816, 1.0517)  0.410
H (-4.2117, 5.1317, 1.4867)  0.463
H (-1.9677, 4.1970, 1.5518)  0.460
H (-2.0971, -4.4662, 2.0907)  0.500
H (-0.6715, -6.3791, 2.6345)  0.465
H (1.7395, -6.3398, 2.0791)  0.446
H (2.7005, -4.3958, 0.9137)  0.523
H (3.6795, -0.8530, -1.7422)  0.507
H (4.7336, -1.7641, -3.7485)  0.468
H (4.0307, -3.9626, -4.6394)  0.432
H (2.2536, -5.2395, -3.4873)  0.455
H (1.1871, -4.3367, -1.4821)  0.388
H (4.5291, -1.7697, 0.0907)  0.569
H (6.0539, -0.9659, 1.8353)  0.473
H (5.1630, -0.0776, 3.9599)  0.423
H (2.7174, -0.0166, 4.3389)  0.502
H (1.1772, -0.7924, 2.5919)  0.134
O (-1.2967, 2.5267, -2.0636)  -0.465
As (-2.5618, 1.3683, -2.5422)  0.739
O (-4.0211, 2.0357, -2.3524)  -0.674
O (-2.1373, 0.1020, -1.4217)  0.220
C (-2.1940, 0.9286, -4.3630)  0.758
C (-2.4458, 1.9441, -5.2815)  -0.968
C (-2.2685, 1.7156, -6.6366)  -0.769
C (-1.8674, 0.4654, -7.0831)  -0.522
C (-1.6379, -0.5617, -6.1797)  -0.486
C (-1.7997, -0.3173, -4.8269)  0.189
S (-0.1203, -1.5253, -3.2567)  0.486
O (0.2713, -0.1067, -2.8930)  -0.915
O (-1.6235, -1.3521, -3.9317)  -0.346
O (-0.5274, -2.0906, -1.9239)  -0.578
H (-1.7308, 3.3887, -1.9911)  0.284
H (-2.7996, 2.9105, -4.9395)  0.457
H (-2.4609, 2.5075, -7.3463)  0.426
H (-1.7445, 0.2830, -8.1419)  0.405
H (-1.3485, -1.5501, -6.5063)  0.506
C (1.7340, 2.4625, -2.1119)  -1.112
S (1.9504, 1.0813, -0.9825)  0.872
C (3.0025, 1.8504, 0.2591)  -0.643
H (1.2890, 3.3104, -1.5962)  0.153
H (1.0893, 2.1306, -2.9182)  0.180
H (2.7202, 2.7223, -2.4933)  0.596
H (4.0083, 1.8852, -0.1560)  0.649
H (3.0090, 1.2489, 1.1620)  -0.244
H (2.6528, 2.8536, 0.4848)  0.364

Lowest unoccupied orbital energy (alpha / beta), hartree: -0.116 / -0.122
<S²>: 2.021
HOMO-LUMO gap (alpha / beta), eV: 7.832 / 7.820
Spin multiplicity: 3
Total charge: +1

---

Record 3
C4H9OS | wB97M-V/def2-TZVPD

Last column: Mulliken charge in e.
Atoms and positions in Å:
C (2.7393, -0.0081, 0.3751)  -0.421
C (1.7555, 0.4814, -0.2976)  -0.056
C (-1.5283, -0.2739, 1.1032)  -1.163
C (-0.6568, -0.6010, -1.4329)  -0.909
O (-0.7061, 1.7288, -0.1947)  -0.409
S (-0.0350, 0.2892, 0.0507)  0.662
H (3.7248, 0.1026, 0.0427)  0.285
H (2.9675, -0.6232, 1.3693)  0.225
H (-0.3467, 2.4642, 0.3725)  0.376
H (-2.4789, -0.0935, 0.7696)  0.459
H (-1.2733, 0.1102, 1.9938)  0.437
H (-1.3795, -1.3733, 1.0153)  0.392
H (-0.4456, -0.2286, -2.4296)  0.367
H (-1.7281, -0.3414, -1.2467)  0.319
H (-0.6088, -1.6335, -1.4907)  0.437

Lowest unoccupied orbital energy (alpha / beta), hartree: -0.155 / -0.260
<S²>: 2.023
HOMO-LUMO gap (alpha / beta), eV: 7.334 / 8.213
Spin multiplicity: 3
Total charge: +1

---

Record 4
C3H11O4S | wB97M-V/def2-TZVPD

Last column: Mulliken charge in e.
Atoms and positions in Å:
O (-1.0936, -0.7038, 2.3503)  -0.551
C (-1.5172, -0.7251, 1.0505)  -0.014
C (-0.7157, -0.8656, -0.0982)  -0.298
C (-1.1929, -0.8080, -1.4777)  -0.643
S (-1.2460, 0.9918, -1.9174)  -0.542
H (-2.5642, -1.0093, 1.1195)  0.435
H (0.3523, -0.9974, 0.0583)  0.403
H (-1.0875, 0.3190, 0.5188)  0.257
H (-2.2032, -1.1499, -1.6940)  0.291
H (-0.4886, -1.3370, -2.1179)  0.295
H (2.3479, -0.5239, 0.6653)  0.232
H (2.9847, -0.2570, -0.5783)  0.425
O (3.0038, -0.9618, 0.0882)  -0.701
H (2.0201, 0.3614, 2.4449)  0.157
H (-0.2131, -0.2202, 2.2379)  0.490
O (1.1931, 0.4488, 1.9826)  -1.113
H (0.7794, 1.2095, -0.8246)  0.211
H (1.5546, 0.9798, 0.5629)  0.404
O (1.6426, 1.3033, -0.3619)  -0.737

Lowest unoccupied orbital energy, hartree: 0.115
HOMO-LUMO gap, eV: 7.295
Spin multiplicity: 1
Total charge: -1

---

The records above give, respectively, ΔE to the lowest compared entry with this formula, charge and spin values of 23.3; 13.1; 14.3; 80.3 kcal per mole.